Record 1
The following is a DFT calculation (ωB97M-V/def2-TZVPD) of 13 unconnected molecules or ions with the total composition C13H41NO15 at a distorted geometry.

```
70
C13H41NO15, DFT ωB97M-V/def2-TZVPD
C 1.7194 -3.5443 -0.2025
C 3.0891 -3.0432 0.4615
O 2.8680 -1.8406 1.2491
C 2.4286 -0.7481 0.4427
C 3.3475 -0.2707 -0.5357
C 2.8872 0.9149 -1.4694
O 3.7057 1.6658 -2.0690
C 1.3051 1.1296 -1.6513
C 0.8884 1.8976 -3.0047
C 0.4348 0.7101 -4.0323
C 0.3496 0.6848 -0.6897
C -1.2084 0.9668 -0.8991
C -2.1499 -0.3258 -0.9977
C -1.7146 -1.7829 -1.4541
N -3.4307 -0.1553 -0.7042
C 0.9780 -0.0456 0.5940
O 0.4220 -0.0594 1.7198
H 1.6719 -3.3519 -1.3270
H 0.8606 -2.9981 0.3315
H 1.5526 -4.6603 -0.0159
H 3.5176 -3.8395 1.1726
H 3.8890 -2.9147 -0.3559
H 4.3902 -0.7212 -0.6487
H 0.0550 2.6488 -2.8086
H 1.7771 2.4289 -3.4841
H -0.5444 0.2722 -3.6124
H 1.2127 -0.1253 -3.8968
H 0.3330 1.0654 -5.1039
H -1.4555 1.6407 -1.7793
H -1.5533 1.5397 0.0397
H -2.2010 -2.5212 -0.7012
H -2.2446 -1.9949 -2.4553
H -0.5945 -1.9515 -1.5219
H -3.5578 0.8463 -0.4461
O -1.6853 3.9817 0.5636
H -1.7127 4.8320 1.0210
H -0.9001 3.5501 0.9222
O -1.6060 5.7445 2.9406
H -2.4898 5.4186 3.1531
H -1.0945 5.5716 3.7401
O -1.0483 -4.3343 0.1014
H -1.9256 -4.6684 0.3159
H -0.5347 -4.5011 0.8994
O -1.5623 1.1476 4.1150
H -0.9428 0.9053 3.4144
H -1.0055 1.5566 4.7875
O 3.7581 3.1718 0.7562
H 4.5277 3.7526 0.7542
H 3.9284 2.5560 0.0313
O 0.5601 -3.2578 3.0617
H 0.8364 -3.2639 3.9853
H 1.2612 -2.7760 2.6089
O 2.9876 -3.8810 4.2454
H 3.7549 -3.2952 4.2467
H 3.1611 -4.4922 3.5199
O -5.7564 1.9267 -0.6696
H -6.4531 1.5851 -0.0968
H -6.2336 2.3158 -1.4119
O -3.0524 -2.5750 1.2876
H -3.7581 -2.5325 1.9439
H -2.6916 -1.6791 1.2734
O -1.9231 -6.2516 1.7546
H -1.9602 -5.4029 2.2162
H -1.1337 -6.6760 2.1112
O 0.2793 6.4956 0.4957
H -0.4187 6.1495 1.0672
H -0.1975 6.8833 -0.2474
O 0.4891 3.4821 -5.9981
H 1.4354 3.5092 -6.1847
H 0.0780 3.5336 -6.8694
```

Summary:
energy relative to the best compared isomer or geometry (same formula, charge and spin) = 4.9119 eV
E_LUMO = -1.38 eV
electronic energy = -46343.6432 eV
HOMO-LUMO gap = 7.90 eV
HOMO energy = -9.28 eV
2S+1 = 1

Record 2
The following is a DFT calculation (ωB97M-V/def2-TZVPD) of 2 unconnected molecules or ions with the total composition C3H10NS at a distorted geometry.

```
15
C3H10NS, DFT ωB97M-V/def2-TZVPD
C -1.2390 -4.3308 0.2526
S -0.0585 -2.8895 0.0169
H -1.2730 -4.6457 1.2868
H -2.1590 -4.1148 -0.2786
H -0.7414 -5.1427 -0.3018
C 1.3134 3.7445 -0.9244
N 0.5340 3.6908 0.3557
C -0.3258 2.5057 0.3200
H 1.5837 2.7162 -1.1412
H 0.6523 4.0137 -1.7673
H 2.0557 4.5244 -0.7965
H 0.1190 4.6021 0.4839
H -1.1322 2.6254 1.0456
H 0.2963 1.6688 0.6073
H -0.6803 2.2381 -0.6871
```

Summary:
energy relative to the best compared isomer or geometry (same formula, charge and spin) = 1.7550 eV
E_LUMO = 3.25 eV
total charge = -1
electronic energy = -15598.0462 eV
HOMO-LUMO gap = 5.17 eV
HOMO energy = -1.92 eV
2S+1 = 1

Record 3
The following is a DFT calculation (ωB97M-V/def2-TZVPD) of 2 unconnected molecules or ions with the total composition C4H6Cl2OS at a distorted geometry.

```
14
C4H6Cl2OS, DFT ωB97M-V/def2-TZVPD
C -2.0737 0.2782 0.0417
C -0.1997 -1.1065 -0.6332
C 0.1496 0.9763 0.7450
C -0.7845 -0.2369 0.3929
O -4.3524 1.5704 0.0609
S -2.9412 1.6237 0.4054
Cl -3.6277 -1.5852 -0.7698
Cl -0.9593 -1.2784 2.0400
H 0.7103 -1.5944 -0.2446
H -0.9914 -1.6976 -1.0888
H 0.3726 -0.6466 -1.4397
H -0.2670 1.7458 0.0700
H -0.0379 1.2742 1.8003
H 1.1975 0.7313 0.5841
```

Summary:
energy relative to the best compared isomer or geometry (same formula, charge and spin) = 3.7042 eV
E_LUMO (spin up / spin down) = -2.57 / -2.57 eV
electronic energy = -42168.5720 eV
HOMO-LUMO gap (spin up / spin down) = 7.81 / 7.81 eV
HOMO energy (spin up / spin down) = -10.39 / -10.39 eV
2S+1 = 1

Record 4
The following is a DFT calculation (ωB97M-V/def2-TZVPD) of C3H8N4O in the gas phase at a distorted geometry.

```
16
C3H8N4O, DFT ωB97M-V/def2-TZVPD
C 1.9340 -0.9275 -0.1618
C 0.4922 -0.7486 0.2699
O -0.1899 -1.7548 0.3145
N 0.1274 0.6331 0.1731
N 1.0927 1.6488 0.2030
C -1.2203 0.9858 0.2111
N -2.1541 0.1616 0.4464
N -2.6075 -0.8234 -0.3600
H 2.1433 -1.9827 -0.3167
H 2.6042 -0.4732 0.5633
H 2.1005 -0.4609 -1.1307
H 1.3212 2.0057 -0.7273
H 0.9969 2.5333 0.6970
H -1.4287 2.0371 0.3759
H -3.3306 -1.3565 0.1067
H -1.8813 -1.4776 -0.6645
```

Summary:
energy relative to the best compared isomer or geometry (same formula, charge and spin) = 4.6920 eV
E_LUMO (spin up / spin down) = 0.53 / 0.53 eV
electronic energy = -11244.9317 eV
HOMO-LUMO gap (spin up / spin down) = 8.04 / 8.04 eV
HOMO energy (spin up / spin down) = -7.50 / -7.50 eV
SMILES string = CC(=O)N(N)/C=N\N
2S+1 = 1

Record 5
The following is a DFT calculation (ωB97M-V/def2-TZVPD) of 2 unconnected molecules or ions with the total composition Cl3H3N4 at a distorted geometry.

```
10
Cl3H3N4, DFT ωB97M-V/def2-TZVPD
N -1.2684 1.7587 0.3243
N -0.1320 1.2655 0.1461
N 0.1711 0.0631 -0.1612
N 1.3740 -0.3290 -0.4324
Cl -2.1632 -3.1031 -0.3072
Cl 2.6339 0.9957 -0.5732
Cl 1.9865 -1.4595 0.8455
H -1.2506 -2.1932 -0.2889
H -2.0037 1.0494 0.2854
H 0.6526 1.9523 0.1616
```

Summary:
energy relative to the best compared isomer or geometry (same formula, charge and spin) = 0.5778 eV
E_LUMO (spin up / spin down) = -1.09 / -1.09 eV
electronic energy = -43571.0632 eV
HOMO-LUMO gap (spin up / spin down) = 8.12 / 8.12 eV
HOMO energy (spin up / spin down) = -9.21 / -9.21 eV
2S+1 = 1